(1)
{"formula": "C4H6O2", "method": "the ωB97M-V functional and the def2-TZVPD basis", "homo_lumo_gap_ev": 10.6, "e_above_lowest_kj_mol": 331.71, "spin_multiplicity": 1, "lumo_ha": 0.0295, "elements": ["O", "C", "C", "C", "C", "O", "H", "H", "H", "H", "H", "H"], "coordinates": [[-1.29886, -1.54946, 0.72343], [-0.64331, -0.86212, -0.06626], [0.86468, -0.94286, -0.05001], [0.86577, 0.50874, 0.21022], [-0.50753, 0.70057, -0.42363], [-1.56350, 1.32145, 0.17440], [1.33092, -0.92890, -0.94707], [1.58451, -1.58507, 0.50833], [0.81391, 0.66761, 1.24802], [1.54353, 1.00098, -0.39805], [-0.68532, 1.08952, -1.41773], [-2.30480, 0.57953, 0.43834]], "forces_ev_per_angstrom": [[-0.4, 2.5, -2.4], [1.9, -2.4, 2.0], [1.1, -1.8, 1.0], [-1.5, 1.1, 0.2], [-3.0, -2.1, 0.1], [-4.0, -0.9, 2.9], [0.7, -0.8, -3.6], [-1.4, 0.1, 0.4], [0.2, 1.1, 1.2], [1.9, 1.4, -0.2], [1.6, -0.8, -1.0], [2.8, 2.7, -0.7]], "lowdin_charge": [0.08, -0.27, -0.12, -0.12, -0.29, -0.06, 0.08, 0.14, 0.13, 0.10, 0.15, 0.19]}

(2)
{"formula": "C4H6O2", "method": "the ωB97M-V functional and the def2-TZVPD basis", "homo_lumo_gap_ev": [8.3, 8.3], "e_above_lowest_kj_mol": 462.62, "spin_multiplicity": 1, "lumo_ha": [-0.0330, -0.0330], "elements": ["O", "C", "C", "C", "O", "C", "H", "H", "H", "H", "H", "H"], "coordinates": [[0.90178, 1.55246, 0.11273], [0.02978, 0.77726, -0.66967], [0.41136, -0.67902, -0.67453], [-0.17637, -1.24379, 0.58950], [-0.10847, -2.37924, 1.06341], [-1.11924, -0.46906, 1.28458], [0.48668, 2.42850, 0.13125], [-0.05978, 1.22731, -1.66299], [1.49664, -0.80986, -0.67735], [-0.00274, -1.19930, -1.54623], [-0.99146, 0.88338, -0.22677], [-0.86816, -0.08866, 2.27605]], "forces_ev_per_angstrom": [[0.3, 0.5, 0.3], [-0.9, 0.7, -0.4], [0.2, -0.2, 0.1], [0.1, -0.2, -0.1], [0.0, 0.4, -0.1], [-0.6, -0.6, 0.5], [0.5, -0.2, 0.2], [0.1, -0.3, -0.2], [-0.1, 0.0, 0.0], [0.1, 0.0, 0.2], [0.1, -0.3, -0.2], [0.2, 0.2, -0.1]], "lowdin_charge": [-0.05, -0.30, -0.09, -0.57, 0.07, 0.28, 0.10, 0.13, 0.14, 0.14, 0.10, 0.06]}

(3)
{"formula": "C4H6O2", "method": "the ωB97M-V functional and the def2-TZVPD basis", "homo_lumo_gap_ev": 9.9, "e_above_lowest_kj_mol": 377.65, "spin_multiplicity": 1, "lumo_ha": 0.0160, "elements": ["O", "C", "C", "C", "H", "H", "H", "H", "C", "O", "H", "H"], "coordinates": [[-0.41715, 0.75508, -1.36330], [-0.09221, 1.47660, -0.20247], [-0.03832, 0.84557, 1.14367], [1.10613, 1.16911, 0.61046], [0.17073, -0.01732, -1.41064], [-0.45249, 2.49812, -0.32869], [-0.56867, 0.38023, 1.96352], [2.18566, 1.14894, 0.66126], [-0.48742, -2.06858, -0.26492], [0.60257, -1.86554, -0.74728], [-0.66669, -2.91850, 0.41834], [-1.34214, -1.40370, -0.47993]], "forces_ev_per_angstrom": [[0.2, -0.2, -0.1], [-0.1, 0.4, 0.1], [0.2, 0.0, 0.0], [-0.2, -0.1, 0.1], [-0.1, 0.1, 0.0], [0.1, -0.1, 0.0], [0.1, 0.1, -0.1], [-0.2, 0.0, 0.0], [0.4, 0.0, -0.1], [-0.5, -0.2, 0.2], [0.1, 0.0, -0.1], [0.1, -0.1, 0.0]], "lowdin_charge": [-0.06, -0.36, -0.01, 0.01, 0.05, 0.13, 0.10, 0.10, -0.12, -0.01, 0.09, 0.09]}

(4)
{"formula": "C4H6O2", "method": "the ωB97M-V functional and the def2-TZVPD basis", "homo_lumo_gap_ev": 10.8, "e_above_lowest_kj_mol": 221.71, "spin_multiplicity": 1, "lumo_ha": 0.0337, "elements": ["O", "C", "C", "C", "C", "O", "H", "H", "H", "H", "H", "H"], "coordinates": [[-0.30797, 2.32265, 1.02074], [-0.97844, 1.33698, 0.83032], [-0.56972, 0.27747, -0.13925], [0.90642, 0.03809, -0.35809], [0.43517, -1.42053, -0.28904], [-0.77997, -1.04685, 0.38764], [-1.92739, 1.14024, 1.36602], [-1.06696, 0.39192, -1.11244], [1.49969, 0.33721, 0.52116], [1.40655, 0.37804, -1.26068], [1.21723, -1.87416, 0.28501], [0.16540, -1.88106, -1.25138]], "forces_ev_per_angstrom": [[-0.4, -0.3, 0.0], [0.1, 0.5, 0.0], [-0.2, 0.6, -0.1], [0.0, 0.2, -0.3], [1.0, 0.5, -0.3], [0.2, 0.1, 0.0], [0.1, 0.1, 0.1], [-0.3, 0.1, 0.1], [-0.3, -0.3, -0.3], [-0.2, 0.2, -0.1], [-0.4, -1.6, 0.5], [0.5, 0.0, 0.3]], "lowdin_charge": [0.07, -0.19, -0.32, -0.09, -0.17, -0.07, 0.13, 0.16, 0.12, 0.11, 0.11, 0.13]}

(5)
{"formula": "C4H6O2", "method": "the ωB97M-V functional and the def2-TZVPD basis", "homo_lumo_gap_ev": 11.0, "e_above_lowest_kj_mol": 248.21, "spin_multiplicity": 1, "lumo_ha": 0.0344, "elements": ["O", "C", "C", "C", "C", "O", "H", "H", "H", "H", "H", "H"], "coordinates": [[-1.16668, 1.29873, 0.61362], [-1.48083, 0.29808, 0.00857], [-0.43015, -0.23395, -0.95182], [0.82795, 0.31649, -0.30219], [1.07141, -0.29023, 0.98705], [1.85865, -0.72794, -0.08760], [-2.47288, -0.14659, 0.21226], [-0.26031, -1.31483, -1.01361], [-0.65473, 0.13416, -1.96399], [1.12854, 1.34310, -0.53757], [1.56890, 0.24263, 1.78776], [0.27250, -0.96100, 1.31324]], "forces_ev_per_angstrom": [[-1.1, 0.0, 0.1], [0.0, 0.6, 0.2], [0.2, 0.1, 0.1], [0.9, -0.7, -0.5], [-0.3, 0.2, 0.6], [-0.3, 0.8, -0.7], [0.2, -0.2, -0.4], [-0.6, 0.1, 0.1], [0.2, 0.0, 0.2], [0.3, -0.6, 0.1], [0.1, 0.0, 0.0], [0.4, -0.2, 0.2]], "lowdin_charge": [0.04, -0.23, -0.10, -0.28, -0.18, -0.04, 0.13, 0.13, 0.13, 0.15, 0.12, 0.12]}

(6)
{"formula": "C4H6O2", "method": "the ωB97M-V functional and the def2-TZVPD basis", "homo_lumo_gap_ev": 10.5, "e_above_lowest_kj_mol": 449.91, "spin_multiplicity": 1, "lumo_ha": 0.0315, "elements": ["O", "C", "C", "C", "C", "O", "H", "H", "H", "H", "H", "H"], "coordinates": [[1.64934, -0.00755, -0.94228], [0.85025, 0.33581, 0.30751], [-0.54683, 0.99608, 0.08558], [-0.98480, -0.32604, -0.56991], [-0.29246, -0.63483, 0.77368], [-1.00708, 0.48634, 1.38598], [2.08851, -0.84871, -0.73568], [1.82976, 0.66949, 0.60938], [-0.81792, 2.02397, -0.17015], [-2.05963, -0.51139, -0.60524], [-0.45013, -0.60996, -1.47625], [-0.25901, -1.57320, 1.33737]], "forces_ev_per_angstrom": [[-1.5, -0.9, -0.4], [1.0, -0.6, -2.0], [0.3, 0.4, -0.4], [-0.1, -0.1, -0.2], [0.5, -0.5, 0.0], [0.6, 0.1, 0.0], [-0.1, 0.3, -0.2], [-0.9, 1.1, 3.1], [0.2, -0.2, 0.0], [0.2, 0.1, 0.2], [-0.2, 0.0, 0.1], [0.1, 0.2, -0.2]], "lowdin_charge": [-0.10, -0.14, -0.19, -0.04, -0.20, -0.06, 0.09, 0.14, 0.15, 0.12, 0.10, 0.14]}